Entry from the OMol25 dataset: C53H41F9NP3TeW as an isolated structure (wB97M-V/def2-TZVPD).

## Properties
2S+1: 1
Charge: +2
Energy, Eh: -4356.5621
Energy relative to the best compared isomer or geometry (same formula, charge and spin), eV: 0.0000

Each line ends with the Mulliken charge.
Cartesian coordinates (Å):
W -0.61 0.38 0.32  0.149
C -2.64 1.01 -2.68  -1.719
N -3.36 -0.14 -2.14  1.268
C -2.59 -1.37 -2.18  -2.164
P -1.57 -1.61 -0.67  1.731
C -0.55 -3.03 -1.19  1.469
C -0.69 -4.30 -0.63  -0.436
C 0.06 -5.37 -1.13  -0.827
C 0.93 -5.18 -2.19  -0.629
C 1.04 -3.92 -2.77  -0.967
C 0.31 -2.86 -2.28  -0.797
C -2.71 -2.23 0.60  1.197
C -2.16 -2.80 1.75  -0.882
C -2.99 -3.35 2.72  -0.980
C -4.37 -3.28 2.58  -0.835
C -4.92 -2.68 1.46  -0.744
C -4.09 -2.16 0.47  -0.900
C -4.74 -0.21 -2.52  -0.427
C -5.22 -1.15 -3.42  -0.118
C -6.57 -1.18 -3.75  -0.830
C -7.45 -0.26 -3.19  -0.579
C -6.97 0.69 -2.29  -0.955
C -5.62 0.71 -1.95  0.180
P -1.54 1.73 -1.40  2.808
C -0.69 3.12 -2.17  0.615
C -1.26 3.77 -3.26  -0.493
C -0.62 4.87 -3.82  -0.896
C 0.58 5.33 -3.28  -0.771
C 1.14 4.69 -2.18  -0.778
C 0.51 3.58 -1.63  -0.002
C -2.64 2.40 -0.12  0.333
C -3.24 1.49 0.77  0.265
C -3.99 1.97 1.85  -0.918
C -4.15 3.33 2.04  -0.978
C -3.55 4.23 1.15  -0.837
C -2.79 3.78 0.09  -1.220
H -3.36 1.76 -2.99  0.827
H -2.03 0.75 -3.56  0.386
H -1.92 -1.43 -3.05  0.482
H -3.26 -2.23 -2.24  0.748
H -1.38 -4.49 0.18  0.370
H -0.05 -6.35 -0.69  0.487
H 1.50 -6.01 -2.58  0.434
H 1.70 -3.77 -3.62  0.448
H 0.39 -1.89 -2.76  0.530
H -1.08 -2.85 1.88  0.533
H -2.55 -3.82 3.60  0.494
H -5.01 -3.71 3.33  0.469
H -5.99 -2.62 1.34  0.527
H -4.55 -1.71 -0.41  0.177
H -4.55 -1.85 -3.90  0.480
H -6.93 -1.91 -4.45  0.432
H -8.50 -0.28 -3.45  0.425
H -7.64 1.41 -1.85  0.453
H -5.25 1.44 -1.24  0.405
H -2.19 3.44 -3.70  0.386
H -1.05 5.37 -4.67  0.457
H 1.07 6.19 -3.71  0.438
H 2.07 5.04 -1.77  0.524
H 0.95 3.08 -0.78  -0.027
H -3.25 0.43 0.55  0.101
H -4.47 1.26 2.51  0.768
H -4.74 3.69 2.86  0.511
H -3.70 5.29 1.29  0.460
H -2.32 4.48 -0.58  0.567
Te 1.54 0.03 -0.66  -0.258
F -5.68 2.41 6.25  -0.246
C -4.84 1.53 6.81  0.759
F -4.40 2.06 7.96  -0.255
F -5.54 0.43 7.11  -0.266
C -3.70 1.23 5.87  0.166
C -3.73 0.09 5.07  -0.762
C -2.71 -0.13 4.15  -0.807
C -1.67 0.79 4.04  0.520
C -1.63 1.91 4.86  0.072
C -2.65 2.13 5.77  -1.082
P -0.36 0.42 2.85  2.381
C 0.78 -0.74 3.63  0.507
C 1.34 -1.78 2.90  -0.173
C 2.21 -2.67 3.52  -0.896
C 2.51 -2.51 4.86  0.191
C 1.94 -1.48 5.60  -0.991
C 1.07 -0.59 4.98  -0.716
C 3.47 -3.45 5.55  0.781
F 3.01 -3.81 6.76  -0.249
F 3.67 -4.56 4.83  -0.266
F 4.66 -2.85 5.73  -0.238
C 0.52 1.99 2.56  -0.073
C 1.92 2.06 2.55  -1.209
C 2.54 3.23 2.17  -1.050
C 1.78 4.33 1.77  0.025
C 0.40 4.26 1.77  -0.790
C -0.23 3.09 2.15  -0.318
C 2.48 5.60 1.36  0.723
F 3.53 5.33 0.57  -0.249
F 2.93 6.26 2.43  -0.254
F 1.66 6.42 0.68  -0.260
H -4.54 -0.62 5.17  0.567
H -2.74 -1.01 3.53  0.082
H -0.81 2.61 4.80  0.581
H -2.62 3.00 6.41  0.507
H 1.11 -1.90 1.85  -0.016
H 2.66 -3.48 2.96  0.545
H 2.17 -1.37 6.65  0.464
H 0.62 0.20 5.56  0.518
H 2.51 1.21 2.85  0.601
H 3.62 3.30 2.17  0.531
H -0.19 5.12 1.46  0.637
H -1.32 3.05 2.18  0.642

=====

Entry from the OMol25 dataset: a 2-piece molecular cluster, C4H8O2PS3 overall in a non-equilibrium geometry (wB97M-V/def2-TZVPD).

## Properties
2S+1: 1
Charge: -1
Energy, Eh: -1843.6993
Energy relative to the best compared isomer or geometry (same formula, charge and spin), eV: 0.0425

Each line ends with the Mulliken charge.
Cartesian coordinates (Å):
C -1.53 -0.21 -3.61  0.766
C -1.96 -0.12 1.23  -0.506
C 2.18 1.40 2.07  -0.721
C -0.38 -0.88 -3.39  -0.825
O 1.97 -0.30 -0.14  -0.675
O -2.48 0.48 -3.73  -0.421
P 0.90 -0.71 0.79  0.601
S 0.12 -2.52 0.67  -0.519
S -0.73 0.77 0.32  -0.286
S 1.35 -0.10 2.81  -0.240
H -2.03 0.41 2.15  0.215
H -1.61 -1.05 1.19  0.099
H -2.84 -0.06 0.51  0.251
H 2.55 2.04 2.84  0.348
H 1.32 1.79 1.62  0.225
H 2.91 1.07 1.30  0.228
H 0.24 -0.47 -2.52  0.159
H 0.01 -1.55 -4.10  0.300

=====

Entry from the OMol25 dataset: C26H45N5O3S3SiTi as an isolated structure in a non-equilibrium geometry (wB97M-V/def2-TZVPD).

## Properties
2S+1: 2
Charge: -1
Energy, Eh: -3851.0136

Each line ends with the Mulliken spin population.
Cartesian coordinates (Å):
Ti 0.43 0.27 -0.36  -0.352
C -0.80 -3.55 -4.47  0.001
S 0.39 -2.19 -4.53  0.020
C 0.16 -1.36 -2.98  0.091
S 1.17 0.04 -2.77  0.011
N -0.72 -1.82 -2.16  -0.068
N -0.80 -1.10 -0.98  0.207
C -1.80 -1.42 -0.13  0.095
C -1.92 -0.62 1.00  0.079
C -2.95 -0.70 1.96  0.060
C -3.03 0.23 2.96  -0.007
C -2.06 1.26 3.04  0.154
C -1.06 1.28 2.11  -0.073
N -0.95 0.37 1.11  0.100
H -0.35 -4.41 -4.98  0.001
H -1.73 -3.27 -4.96  0.001
H -0.99 -3.78 -3.43  0.001
H -2.47 -2.24 -0.37  0.027
H -3.69 -1.49 1.87  0.002
H -3.82 0.17 3.70  0.001
H -2.10 2.01 3.81  0.011
H -0.28 2.03 2.14  0.004
C 1.52 -1.04 0.55  0.629
H 2.02 -0.80 1.50  -0.020
H 1.63 -2.11 0.32  0.006
C -0.67 5.27 -2.87  0.000
C -1.23 3.98 -2.34  0.000
C -2.52 3.50 -2.28  -0.001
C -2.41 2.23 -1.67  -0.001
N -1.15 1.95 -1.39  0.023
N -0.45 3.03 -1.81  -0.008
C -3.51 1.27 -1.36  0.004
H -1.46 6.02 -2.93  0.000
H -0.25 5.13 -3.87  0.000
H 0.12 5.64 -2.23  0.000
H -3.41 3.99 -2.62  0.000
H 0.53 3.08 -1.57  -0.001
H -4.36 1.43 -2.01  0.000
H -3.84 1.38 -0.32  -0.002
H -3.16 0.24 -1.47  -0.013
C 5.36 3.84 -2.79  0.000
C 4.18 2.87 -2.92  0.000
C 4.37 1.99 -4.15  0.000
C 2.86 3.63 -3.02  -0.003
O 4.15 1.97 -1.81  0.007
Si 3.85 2.07 -0.20  0.065
S 1.83 2.33 0.26  -0.008
O 4.67 3.40 0.33  0.004
C 4.94 3.94 1.63  -0.001
C 6.45 4.03 1.76  0.000
C 4.37 3.08 2.76  0.000
C 4.31 5.33 1.66  0.001
O 4.48 0.73 0.48  -0.034
C 5.33 -0.33 0.02  -0.004
C 5.64 -1.15 1.26  0.001
C 4.60 -1.17 -1.01  0.002
C 6.63 0.25 -0.56  0.003
H 5.39 4.50 -3.66  0.000
H 6.30 3.28 -2.73  0.000
H 5.26 4.43 -1.88  0.000
H 4.38 2.59 -5.06  0.000
H 3.55 1.26 -4.20  0.000
H 5.31 1.44 -4.08  0.000
H 2.90 4.36 -3.84  0.000
H 2.67 4.17 -2.08  0.001
H 2.04 2.93 -3.20  0.001
H 6.88 3.03 1.78  0.000
H 6.73 4.55 2.68  0.000
H 6.87 4.57 0.90  0.000
H 4.75 2.06 2.69  0.000
H 3.28 3.05 2.71  0.000
H 4.67 3.51 3.72  0.000
H 4.72 5.95 0.86  0.000
H 4.50 5.82 2.62  0.000
H 3.23 5.24 1.52  -0.001
H 4.71 -1.52 1.70  -0.003
H 6.15 -0.52 2.01  0.000
H 6.29 -1.99 1.02  0.000
H 3.66 -1.53 -0.59  -0.015
H 5.22 -2.02 -1.31  0.003
H 4.36 -0.57 -1.89  -0.006
H 7.07 0.96 0.14  0.001
H 6.42 0.77 -1.50  -0.001
H 7.34 -0.56 -0.75  -0.001

=====

Entry from the OMol25 dataset: C4H7IN2 as an isolated structure in a non-equilibrium geometry (wB97M-V/def2-TZVPD).

## Properties
2S+1: 1
Energy, Eh: -563.6064
Energy relative to the best compared isomer or geometry (same formula, charge and spin), eV: 5.6124

Each line ends with the Mulliken charge.
Cartesian coordinates (Å):
C 2.15 2.64 0.23  -0.542
C 0.94 2.80 0.74  -0.258
C 0.35 1.61 1.24  0.362
C -1.80 -1.26 -0.60  -0.688
N -0.04 0.62 1.64  -0.337
N -0.47 -1.67 -0.40  -0.501
I -0.19 -2.32 1.39  0.364
H 2.75 3.39 -0.35  0.253
H 2.73 1.71 0.46  0.219
H 0.53 3.82 0.70  0.296
H -0.40 -4.02 1.41  0.072
H -2.13 -0.73 0.33  0.286
H -1.83 -0.50 -1.39  0.246
H -2.66 -1.99 -0.92  0.229